{"formula": "C57H152Cl6N23O13P5", "method": "ωB97M-V/def2-TZVPD", "elements": ["O", "P", "N", "C", "C", "N", "C", "C", "N", "C", "C", "H", "H", "H", "H", "H", "H", "H", "H", "H", "H", "H", "H", "H", "H", "H", "H", "H", "H", "O", "P", "N", "C", "C", "N", "C", "C", "N", "C", "C", "H", "H", "H", "H", "H", "H", "H", "H", "H", "H", "H", "H", "H", "H", "H", "H", "H", "H", "O", "P", "N", "C", "C", "N", "C", "C", "N", "C", "C", "H", "H", "H", "H", "H", "H", "H", "H", "H", "H", "H", "H", "H", "H", "H", "H", "H", "H", "O", "P", "N", "C", "C", "N", "C", "C", "N", "C", "C", "H", "H", "H", "H", "H", "H", "H", "H", "H", "H", "H", "H", "H", "H", "H", "H", "H", "H", "O", "P", "N", "C", "C", "N", "C", "C", "N", "C", "C", "H", "H", "H", "H", "H", "H", "H", "H", "H", "H", "H", "H", "H", "H", "H", "H", "H", "H", "C", "C", "O", "N", "C", "H", "H", "H", "H", "H", "H", "H", "C", "C", "O", "N", "C", "H", "H", "H", "H", "H", "H", "H", "C", "C", "O", "N", "C", "H", "H", "H", "H", "H", "H", "H", "C", "C", "O", "N", "C", "H", "H", "H", "H", "H", "H", "H", "C", "C", "O", "N", "C", "H", "H", "H", "H", "H", "H", "H", "C", "C", "O", "N", "C", "H", "H", "H", "H", "H", "H", "H", "C", "C", "O", "N", "C", "H", "H", "H", "H", "H", "H", "H", "C", "C", "O", "N", "C", "H", "H", "H", "H", "H", "H", "H", "C", "Cl", "Cl", "H", "H", "C", "Cl", "Cl", "H", "H", "C", "Cl", "Cl", "H", "H"], "xyz": [[-3.160132, -8.390452, -0.097867], [-4.462014, -7.823490, -0.574029], [-5.669994, -8.820031, -0.138124], [-5.469587, -10.274103, -0.443696], [-7.067229, -8.418024, -0.121205], [-4.624111, -7.569938, -2.179830], [-5.491317, -8.365003, -3.102102], [-3.610816, -6.808623, -2.889468], [-4.857259, -6.326881, 0.110828], [-4.883977, -6.185852, 1.539855], [-5.168292, -5.139559, -0.663612], [-4.495781, -10.438050, -0.890250], [-6.291879, -10.556042, -1.138258], [-5.564752, -10.847657, 0.480285], [-7.620769, -8.989278, 0.568197], [-7.663647, -8.588603, -1.039747], [-7.094383, -7.386075, 0.174440], [-4.842420, -8.873947, -3.912426], [-6.081134, -9.058473, -2.596987], [-6.062169, -7.613605, -3.651200], [-2.887917, -7.431601, -3.480488], [-4.088174, -6.107516, -3.483654], [-3.000437, -6.230395, -2.202995], [-4.050803, -5.647427, 1.962529], [-5.885818, -5.798439, 1.905980], [-4.937019, -7.207849, 1.980493], [-4.256080, -4.617951, -0.973526], [-5.805864, -4.451316, -0.069120], [-5.743800, -5.343454, -1.609848], [-0.277399, 1.812073, 7.942007], [-1.427773, 2.393308, 7.164646], [-1.333275, 4.025476, 7.063435], [-2.449145, 4.919755, 6.930842], [-0.050578, 4.625498, 7.431995], [-2.880156, 1.897257, 7.812046], [-2.789303, 1.482831, 9.203130], [-4.169445, 1.788739, 7.224313], [-1.706521, 1.974715, 5.577808], [-2.064367, 0.552565, 5.347249], [-0.890638, 2.520481, 4.517818], [-2.214628, 5.823631, 7.549826], [-3.434801, 4.523797, 7.216026], [-2.477023, 5.254636, 5.901992], [0.533143, 5.106986, 6.679680], [0.586126, 3.877121, 7.867534], [-0.131020, 5.262040, 8.335650], [-1.846390, 1.741633, 9.583097], [-3.561662, 1.922049, 9.840057], [-2.837602, 0.360034, 9.346464], [-4.274550, 2.387264, 6.275856], [-4.434558, 0.714538, 6.978211], [-4.939440, 2.123222, 7.969600], [-1.299179, 0.050625, 4.749737], [-2.096237, -0.012554, 6.332572], [-3.117382, 0.448475, 5.043816], [0.197011, 2.477623, 4.732051], [-1.145519, 3.464043, 4.094126], [-1.000939, 1.932504, 3.615197], [1.246674, 2.187977, -6.531740], [0.038520, 2.616025, -5.742816], [-0.965663, 1.366578, -5.504538], [-1.099764, 0.202520, -6.357859], [-1.970227, 1.478521, -4.462549], [-0.716364, 3.870573, -6.516151], [0.193694, 4.799047, -7.308094], [-2.149921, 4.268779, -6.553674], [0.498231, 3.149272, -4.148433], [1.390419, 2.211762, -3.453254], [-0.063411, 4.175134, -3.299048], [-1.956949, 0.236954, -7.085258], [-1.194425, -0.687700, -5.717740], [-0.209022, 0.130939, -7.024954], [-2.964932, 1.454204, -4.862318], [-1.904321, 2.469298, -3.972213], [-1.832261, 0.756393, -3.754080], [0.607603, 5.631387, -6.646480], [1.004503, 4.235833, -7.870958], [-0.443366, 5.304949, -8.092786], [-2.423098, 4.530473, -7.518570], [-2.693867, 3.418100, -6.227702], [-2.274899, 5.205410, -5.983099], [1.021103, 1.964586, -2.483080], [1.478675, 1.287798, -4.049025], [2.384129, 2.616108, -3.391389], [-0.693978, 4.830906, -3.893788], [0.688262, 4.825522, -2.816845], [-0.654792, 3.685876, -2.544838], [5.290413, 1.767915, -3.187108], [5.398873, 3.238450, -3.324220], [4.227601, 3.880122, -4.370218], [3.874547, 5.312263, -4.381323], [4.125449, 3.209862, -5.662368], [6.947177, 3.731460, -3.786476], [8.104291, 2.821961, -3.679141], [7.369938, 5.092790, -4.133570], [5.167292, 4.080003, -1.875209], [3.742660, 4.104113, -1.314755], [6.112996, 3.571119, -0.839780], [4.255486, 5.735367, -3.450854], [2.786785, 5.432963, -4.378742], [4.388879, 5.766718, -5.236818], [4.593328, 3.832393, -6.482313], [3.122630, 3.017258, -5.909414], [4.660143, 2.240519, -5.640520], [8.637964, 2.973091, -4.589843], [8.709895, 3.118913, -2.783147], [7.707615, 1.822771, -3.454578], [6.578798, 5.791814, -4.212428], [8.121000, 5.550643, -3.458992], [7.945590, 5.045366, -5.127526], [3.123537, 4.102693, -2.208632], [3.599656, 3.244320, -0.663290], [3.628552, 5.020966, -0.769936], [5.626292, 3.885508, 0.074702], [7.110777, 4.052710, -0.921969], [6.341371, 2.472549, -0.761487], [-1.032792, 0.620317, -1.208616], [-0.419667, -0.458478, -0.430495], [0.057386, -1.749068, -1.461464], [0.840493, -2.972847, -0.999015], [0.479754, -1.284143, -2.794705], [-1.249293, -1.317328, 0.733408], [-2.157890, -2.399070, 0.377912], [-1.476984, -0.911537, 2.153122], [0.814005, 0.133562, 0.493072], [0.819192, 1.577672, 0.709843], [1.848621, -0.602923, 1.263299], [0.481214, -3.142434, -0.003865], [1.875863, -2.804590, -1.137937], [0.435922, -3.844036, -1.460263], [1.502095, -0.775976, -2.772825], [-0.209444, -0.548952, -3.349353], [0.594211, -2.144159, -3.473606], [-1.882988, -3.384771, 0.785422], [-3.153624, -2.178778, 0.701922], [-1.919643, -2.607451, -0.646482], [-1.358303, -1.805085, 2.766007], [-0.763280, -0.135681, 2.497402], [-2.551015, -0.597918, 2.309358], [0.098108, 2.166793, 0.124291], [0.655567, 1.773016, 1.800581], [1.830108, 1.987235, 0.474203], [2.846948, -0.411285, 0.892852], [1.716019, -1.698137, 1.154219], [1.745130, -0.362041, 2.306824], [-5.568749, 1.024039, 3.738540], [-5.227476, -0.165751, 2.903807], [-4.739719, 0.035197, 1.770486], [-5.643408, -1.347603, 3.343074], [-5.129747, -2.538019, 2.671010], [-6.383945, 0.843011, 4.370363], [-5.684245, 1.834752, 3.096409], [-4.756088, 1.254578, 4.387637], [-5.823204, -1.385671, 4.344788], [-4.340407, -3.077069, 3.206921], [-4.859251, -2.236679, 1.642733], [-5.983782, -3.181635, 2.524360], [-2.063453, -3.639010, -2.859104], [-1.711327, -4.237883, -4.179673], [-0.888929, -5.143297, -4.216920], [-2.165932, -3.739539, -5.385243], [-3.296127, -2.853392, -5.563081], [-1.639233, -2.630682, -2.917992], [-1.635224, -4.163156, -2.020847], [-3.164364, -3.611208, -2.781299], [-1.883671, -4.332228, -6.183964], [-3.697269, -2.637228, -4.579623], [-4.024629, -3.362959, -6.195480], [-3.027134, -1.879742, -5.987414], [6.624519, 4.774143, 3.178736], [5.817881, 3.628179, 3.625008], [6.228062, 2.696223, 4.299648], [4.522700, 3.810147, 3.375533], [3.551682, 2.797322, 3.739348], [7.476728, 4.908734, 3.902398], [6.152517, 5.729022, 2.987857], [7.064721, 4.408235, 2.203540], [4.241088, 4.670129, 2.907576], [4.131448, 1.951103, 4.062904], [2.968055, 2.518254, 2.834925], [2.917578, 3.177461, 4.507463], [3.905760, -4.255262, 0.478696], [3.158208, -5.299631, -0.327420], [2.487261, -6.145024, 0.249498], [3.168694, -5.125627, -1.680594], [2.266430, -5.758756, -2.552753], [4.592639, -3.786898, -0.191238], [4.427352, -4.675569, 1.323523], [3.169610, -3.558588, 0.769791], [3.575496, -4.279176, -2.024311], [1.283084, -6.037883, -2.040522], [2.681501, -6.690591, -2.923262], [1.945925, -5.066057, -3.316165], [-2.872132, 5.995249, 2.414927], [-2.426434, 4.865695, 1.525864], [-1.842615, 5.051930, 0.467364], [-2.783161, 3.680378, 1.975469], [-2.524035, 2.432064, 1.361060], [-2.941664, 6.822563, 1.653885], [-2.048573, 6.238164, 3.105966], [-3.805734, 5.810566, 2.978970], [-3.188600, 3.617616, 2.877628], [-2.584117, 2.531006, 0.269513], [-3.220978, 1.655565, 1.651076], [-1.503977, 2.173367, 1.491862], [2.705770, 8.053735, 0.614727], [2.685480, 6.785674, 1.455490], [3.647375, 6.409253, 2.124159], [1.518430, 6.116838, 1.549122], [1.368836, 4.975407, 2.421003], [3.682500, 8.251342, 0.203661], [2.452242, 8.908442, 1.266520], [1.967286, 8.019706, -0.194521], [0.716956, 6.366027, 0.991636], [0.323517, 4.874975, 2.704333], [1.955096, 5.146776, 3.275389], [1.608417, 4.091189, 1.906502], [4.742759, -1.241274, -1.723500], [4.067438, -1.656985, -2.994401], [3.642248, -2.857036, -3.098445], [4.038338, -0.705293, -3.950597], [3.468412, -0.962930, -5.265527], [4.772979, -0.192032, -1.535974], [5.685805, -1.786367, -1.515684], [4.153584, -1.690244, -0.896774], [4.521665, 0.213587, -3.802380], [2.634169, -1.607118, -5.190894], [4.132895, -1.477350, -5.965007], [3.123667, 0.032822, -5.586710], [0.782620, -4.088518, 3.255858], [-0.313538, -4.872371, 2.680055], [-1.459565, -4.796189, 3.046970], [0.010747, -5.452763, 1.503190], [-1.045073, -6.080602, 0.770025], [0.759528, -3.057082, 2.864612], [1.800501, -4.390047, 3.156370], [0.632656, -3.999040, 4.336476], [0.996498, -5.827358, 1.431367], [-0.568709, -6.595350, -0.040978], [-1.766425, -5.396689, 0.273386], [-1.645545, -6.832892, 1.307342], [-4.386772, -0.176381, -1.399310], [-5.115514, -1.737480, -1.745415], [-5.600443, 1.197802, -1.501260], [-4.093124, -0.287475, -0.358910], [-3.594306, 0.007489, -2.088765], [1.870312, -1.794322, 6.636818], [0.671665, -1.611309, 7.836161], [1.785022, -0.624287, 5.367394], [2.864059, -1.689421, 7.114734], [1.878314, -2.733853, 6.214650], [6.334582, 0.106864, 2.663061], [6.020763, 0.248867, 0.889345], [4.975278, -0.664807, 3.565970], [7.205286, -0.538833, 2.798188], [6.370849, 1.121432, 3.084413]], "forces_ev_per_a": [[-1.0, 0.7, -0.6], [1.7, 0.5, 1.4], [-1.2, -1.8, -0.4], [-1.0, 1.0, 0.2], [0.4, 0.2, -0.8], [-0.1, -0.7, -1.3], [2.8, 1.8, -1.5], [1.5, -1.4, 1.0], [-0.3, -0.4, -1.0], [-1.6, -1.4, 1.0], [-0.6, 0.2, -0.7], [0.1, -0.1, 0.0], [0.6, -0.2, 0.3], [0.0, -0.1, -0.1], [-0.4, -0.8, 1.4], [0.7, 0.3, -0.2], [-0.3, 0.5, 0.0], [-0.8, 0.5, 1.4], [-1.0, -1.0, 0.7], [-0.5, -0.3, 0.0], [-0.8, 0.4, 0.4], [-0.9, 1.4, -1.7], [0.1, -0.1, 0.3], [0.3, 0.3, 0.2], [1.0, 0.3, -0.6], [0.6, 0.6, -0.2], [-0.1, 0.3, 0.2], [0.5, -0.3, -0.2], [0.5, -0.1, 0.9], [-1.2, 0.6, -1.2], [0.3, -1.1, 0.4], [1.2, 0.3, 0.8], [0.3, 1.1, 0.2], [-0.2, -0.2, 2.0], [0.8, 0.3, 1.0], [-1.1, -1.6, 0.1], [-1.4, -0.3, -0.7], [-0.4, -0.9, -0.4], [-0.2, -0.5, 2.1], [1.3, -0.8, -0.5], [-0.5, -0.7, -0.4], [0.5, -0.2, 0.0], [-0.5, 0.3, -0.4], [-0.1, 0.6, -0.9], [0.3, -0.8, -0.3], [-0.4, 0.4, -0.7], [1.2, 0.5, 0.5], [-0.1, 0.1, -0.2], [-0.2, 1.0, -0.4], [0.2, -0.5, 1.0], [0.2, 0.9, 0.2], [0.5, -0.1, -0.7], [-0.5, 0.0, -0.2], [0.4, 0.7, -0.9], [0.6, 0.0, -0.8], [-0.4, 0.2, 0.1], [-0.4, 1.3, 0.6], [-0.1, -0.7, 0.0], [-1.1, 0.3, 0.8], [2.5, 0.9, 0.4], [-1.1, -0.3, 0.3], [0.5, 0.0, -1.3], [0.0, 2.7, -1.2], [0.5, 1.3, -1.3], [-0.4, 0.2, -0.1], [2.5, 0.2, 1.8], [0.2, -0.7, -1.8], [-0.2, -0.3, -1.4], [0.0, 0.1, -0.8], [0.3, 0.2, 0.9], [0.1, 0.1, -0.3], [-0.4, -0.1, 0.8], [-0.7, -0.3, -0.4], [0.1, -0.6, -0.1], [0.2, -2.0, 2.1], [-0.3, -1.1, -0.8], [-1.0, 0.6, 1.1], [0.6, -0.5, 0.8], [-0.5, 0.1, -2.1], [-0.9, -0.3, 0.6], [-0.4, -0.6, 0.3], [-0.4, -0.2, 0.8], [-0.1, 0.3, 0.3], [0.5, 0.2, 0.1], [-0.2, 0.1, 0.0], [0.0, -0.4, -0.2], [-0.4, 0.1, 0.7], [0.3, -0.2, -0.4], [-0.1, 1.8, -0.2], [1.0, -0.1, 0.9], [0.6, -0.9, 0.5], [1.9, 0.3, -0.5], [-0.1, -0.2, 0.3], [-1.3, 0.6, 1.9], [1.6, -0.9, -1.1], [-0.7, -1.0, 0.3], [1.9, -0.3, -1.5], [0.7, 0.3, 0.0], [0.0, 0.3, -0.1], [0.1, 0.1, -0.4], [-0.5, 0.3, 0.1], [-0.3, -0.5, 0.7], [-1.4, -0.2, -0.4], [-0.2, 0.5, 0.1], [0.8, -0.6, -0.6], [-0.1, -0.1, -0.8], [0.4, 0.1, -0.6], [-1.0, 0.4, -0.2], [-0.4, -0.6, 0.3], [-1.0, 0.1, 1.1], [-0.5, -0.1, 0.5], [-0.4, -0.1, -0.1], [-0.1, 0.5, 0.4], [0.4, 0.0, 0.5], [-0.7, 0.0, 0.0], [-0.8, 0.8, -0.5], [-0.7, 0.5, -0.5], [0.9, -2.8, 0.9], [0.3, 0.8, -0.1], [-2.7, 2.1, 0.1], [0.7, 0.9, -1.1], [-0.5, -0.1, 1.1], [1.6, -0.7, -0.1], [-0.3, 0.2, -0.7], [0.6, 0.9, -0.2], [1.3, 0.4, 0.7], [-1.3, -0.7, -1.1], [0.6, 0.1, 1.1], [1.0, -0.2, 0.0], [0.2, -0.6, -1.2], [-1.1, -0.5, 0.0], [0.7, -1.1, 1.4], [0.0, 0.1, 0.3], [0.1, 0.5, 0.9], [-0.7, 0.1, -0.5], [-1.2, 0.3, -0.9], [0.2, -0.1, 0.1], [-0.5, -0.4, -0.4], [1.2, 0.1, -0.3], [0.2, -0.7, 0.1], [0.0, 0.1, -0.5], [-0.5, -0.2, 0.1], [0.3, 0.5, 0.0], [-0.2, 0.6, 0.1], [0.2, 0.2, 0.6], [1.1, -1.1, 0.3], [-0.1, 1.8, -2.4], [-0.2, -0.7, 1.5], [1.0, -0.9, 0.8], [-0.9, -0.2, -0.7], [-1.5, -0.1, 0.8], [-0.6, 1.4, -1.0], [0.8, 0.2, 0.5], [-0.1, -0.2, -0.5], [0.0, 0.4, -0.2], [0.2, -0.1, 0.8], [-0.1, -0.6, 0.1], [-1.2, 0.9, -1.2], [1.3, -1.1, -0.7], [0.0, -0.2, 0.0], [0.1, -0.4, 0.1], [0.2, 0.0, 0.1], [-0.5, 0.1, 0.5], [0.2, -0.4, -0.1], [0.4, 0.3, 0.3], [-0.1, 0.6, 0.9], [-0.4, 0.0, 0.0], [-0.3, 0.3, 0.1], [0.0, -0.3, -0.2], [3.2, -0.3, -0.8], [-1.2, 1.1, 1.4], [0.8, -0.6, -0.3], [-1.0, -0.1, -0.6], [0.3, 0.2, -1.6], [-0.8, -0.1, -0.8], [-0.5, -0.1, 0.1], [-0.1, 0.7, 0.8], [-0.1, -0.2, 0.1], [-0.2, -0.4, 0.4], [0.2, 0.0, 0.7], [-0.6, 0.0, 0.7], [0.4, -1.2, -1.2], [-0.4, 0.3, -0.4], [-0.1, -0.6, -0.1], [0.6, 0.1, 2.4], [-2.4, -1.3, 0.4], [0.7, 0.6, -0.2], [0.0, -0.2, 0.3], [-0.8, 1.0, 0.7], [0.4, 0.6, -0.3], [1.3, 0.3, -0.3], [-0.1, 0.0, -0.5], [0.3, 0.0, -0.6], [0.4, 1.3, -0.8], [-0.3, 0.6, -0.2], [0.4, 0.0, 0.0], [-0.7, -1.0, 0.8], [0.1, -0.3, -2.0], [-0.3, -0.4, 1.3], [-0.3, 0.0, -0.1], [0.5, 0.2, -0.4], [-0.4, 0.3, 0.6], [-0.3, 0.1, 0.1], [0.0, 0.0, 0.3], [0.9, -0.7, 0.5], [-0.7, 0.0, 0.3], [0.0, 0.0, 0.5], [0.3, 0.2, -0.4], [-0.5, 0.4, -0.5], [-1.3, 1.0, -0.6], [0.3, -0.2, -0.1], [0.1, -0.4, -0.2], [0.1, 0.0, 0.2], [0.1, 0.1, -0.1], [-0.1, 0.2, 0.1], [0.8, -0.1, 1.1], [0.7, -1.3, -0.5], [-0.6, -1.7, 1.6], [0.4, -1.6, -0.3], [0.6, 3.0, -0.5], [0.2, -0.6, 0.2], [0.3, 1.2, 0.2], [0.4, 0.7, -0.2], [-0.1, 0.7, -0.8], [-0.1, 0.4, -0.4], [-0.5, -1.0, 0.2], [-1.1, -0.6, 0.4], [0.3, 0.5, 0.1], [0.1, -0.6, -0.6], [0.5, 1.7, 2.1], [0.6, 0.1, -2.0], [-1.4, 0.2, 1.0], [1.2, -0.6, 0.7], [-0.6, -0.9, -0.9], [-0.3, -0.3, 0.0], [0.6, -0.8, -0.6], [-0.2, 0.1, 0.0], [-1.5, 0.7, -0.5], [0.2, -0.5, -0.5], [0.4, 0.0, 0.6], [0.3, 0.4, 0.1], [-1.1, 0.4, 0.9], [-0.4, -0.3, -0.4], [0.8, -0.9, 0.0], [0.2, 0.6, -0.2], [0.5, 0.2, -0.3], [2.3, 1.1, 1.1], [-1.1, 0.0, 0.8], [-0.2, 0.8, -0.9], [-0.6, 0.2, -0.2], [-0.5, -2.1, -0.9], [-0.6, 0.0, 0.1], [0.0, -0.2, 0.8], [0.3, 0.0, -0.5], [-0.2, 0.4, 0.0], [0.5, -0.6, -0.2]], "lumo_energy_ha": 0.00721, "total_energy_ev": -244052.5064, "largest_force_ev_per_a": 3.6}